No. 1
C17H33Br3O8S4 | wB97M-V/def2-TZVPD

Geometry as XYZ:
```
65
Properties=species:S:1:pos:R:3:forces:R:3:nbo_charge:R:1
C 1.36536 0.59428 -2.19483 1.070 0.636 0.551 -0.45
Br 0.77359 2.11169 -1.06888 -0.011 -0.926 -0.548 0.07
Br 3.00770 -0.15598 -1.34074 -0.672 0.390 -0.701 0.05
Br 1.66700 1.27822 -4.02225 -0.168 -0.739 1.018 0.09
H 0.69158 -0.26116 -2.14641 -0.222 0.615 -0.312 0.23
C -3.24512 2.53310 3.64178 1.548 1.234 -1.275 -0.41
C -2.89661 1.73540 4.88558 -0.662 -0.505 -0.789 -0.42
C -3.74217 0.52479 4.67126 -0.982 -1.180 0.160 -0.62
S -5.40330 1.13347 4.08882 -2.047 -0.704 -0.049 2.08
O -6.32358 1.37896 5.20584 1.576 0.137 -0.739 -0.94
O -5.98185 0.28380 3.04026 1.430 0.925 0.729 -0.93
C -4.72589 2.74321 3.44713 -0.163 -0.409 2.134 -0.63
H -2.83819 1.99830 2.78358 0.141 -0.105 -0.085 0.21
H -2.72946 3.49326 3.65926 -0.067 0.164 -0.124 0.23
H -3.16213 2.20707 5.83169 0.351 0.210 -0.075 0.22
H -1.87633 1.35867 4.81347 0.203 0.641 0.454 0.23
H -3.77111 -0.12901 5.54294 -0.755 0.105 0.024 0.25
H -3.34877 -0.09418 3.86491 -0.127 0.149 -0.251 0.24
H -4.96213 3.43824 4.25288 -0.664 0.054 -0.014 0.24
H -5.13567 3.15627 2.52543 0.233 -0.712 -0.110 0.26
C 0.22238 -7.05738 3.58389 -0.475 1.716 0.176 -0.41
C 1.68715 -7.06708 3.19268 0.474 0.190 -0.438 -0.41
C 2.03521 -5.78550 2.37926 -0.146 -0.088 -0.191 -0.66
S 0.46892 -5.00320 1.77380 0.072 -1.988 0.238 2.17
O 0.39843 -5.13924 0.35122 0.486 0.129 -1.083 -0.96
O 0.03103 -3.75531 2.31211 0.679 0.691 1.006 -0.93
C -0.49974 -6.35286 2.41851 -0.097 -0.124 -0.367 -0.68
H 0.06693 -6.37096 4.41623 -0.039 -0.360 0.493 0.21
H -0.14517 -8.05646 3.81807 -0.151 0.231 -0.053 0.23
H 1.79920 -8.00097 2.64187 0.364 0.328 -0.724 0.21
H 2.46876 -7.14005 3.94889 -0.568 -0.033 0.624 0.23
H 2.58272 -6.14994 1.51006 0.103 0.810 -0.134 0.26
H 2.56743 -5.02713 2.95346 0.175 -0.221 -0.049 0.24
H -0.48567 -6.91164 1.48274 -0.629 -0.613 0.301 0.24
H -1.45231 -5.85684 2.60466 -0.243 -0.646 0.189 0.25
C 4.23546 -4.73960 -4.47729 -0.111 -1.540 -1.068 -0.41
C 3.18076 -4.52725 -5.62684 0.168 0.806 0.020 -0.42
C 3.74479 -3.57261 -6.71523 0.227 -0.398 1.555 -0.63
S 5.51772 -4.12407 -6.76706 -1.087 -0.728 -3.392 2.10
O 6.33057 -2.95346 -7.01289 0.144 -0.482 0.939 -0.93
O 5.54863 -5.18128 -7.80101 0.162 0.951 1.821 -0.95
C 5.69040 -4.87702 -5.10759 -1.245 1.764 0.877 -0.65
H 3.96476 -5.67324 -3.98419 0.173 -0.285 -0.166 0.22
H 4.10884 -4.04946 -3.64317 0.467 0.667 -0.555 0.22
H 2.26927 -4.17192 -5.14618 -0.068 0.212 -0.266 0.22
H 2.90313 -5.41874 -6.18922 0.303 -0.437 0.531 0.22
H 3.67949 -2.51141 -6.47506 0.383 -0.050 0.380 0.23
H 3.23770 -3.67452 -7.67470 0.562 -0.448 -0.096 0.25
H 6.35029 -4.18234 -4.58791 0.196 -0.153 -0.026 0.25
H 6.12180 -5.87778 -5.08619 -0.287 0.140 -0.537 0.26
C -2.40705 8.94276 -1.40164 -0.967 0.232 -0.254 -0.43
C -1.18213 8.03793 -1.20403 0.738 1.406 -1.943 -0.42
C -0.37007 8.43355 -0.02997 -0.189 -0.066 1.198 -0.63
S -1.66227 8.99269 1.18646 1.570 -0.445 0.940 2.02
O -1.19503 10.33626 1.62003 -1.664 -2.108 -0.560 -0.91
O -1.87837 7.88839 2.15846 -0.018 2.084 -1.394 -0.93
C -3.11543 8.96975 -0.10133 0.371 -0.888 2.079 -0.56
H -3.02197 8.44725 -2.15292 -0.212 0.153 -0.032 0.23
H -2.36478 9.99288 -1.69072 1.299 -0.122 -0.502 0.23
H -0.52588 8.30270 -2.03308 -0.099 -0.951 -0.561 0.23
H -1.48043 6.98960 -1.19240 0.040 0.119 -0.102 0.22
H 0.36900 9.21125 -0.22250 -0.623 0.517 0.014 0.24
H 0.25476 7.60716 0.30881 -0.541 -0.132 0.648 0.25
H -3.83744 9.74083 0.16741 0.323 0.148 -0.259 0.25
H -3.57472 7.98787 0.01281 -0.031 0.029 0.726 0.23
```
Forces are in eV/Å.

Properties
Net charge ... 0
HOMO-LUMO gap ... 9.65 eV
Lowest unoccupied orbital energy ... -0.56 eV
Calculated total energy ... -10584.077696 a.u.
Relative energy (zero: lowest compared OMol25 entry of this formula, charge and spin) ... 72.7 kcal per mole

No. 2
C5H8O | wB97M-V/def2-TZVPD

Geometry as XYZ:
```
14
Properties=species:S:1:pos:R:3:forces:R:3:nbo_charge:R:1
C 0.37143 -1.09872 -0.37173 0.006 -0.055 0.040 -0.42
C -1.03831 -0.50288 -0.27669 0.001 0.039 -0.040 -0.44
C -0.79424 0.85039 0.37281 -0.123 0.073 -0.125 -0.05
O -0.32857 0.61958 1.72323 0.069 0.056 0.166 -0.66
C 0.59795 1.34333 0.09133 -0.050 -0.240 -0.303 0.08
C 1.26349 0.14885 -0.50396 0.082 0.024 0.111 -0.56
H 0.48823 -1.80064 -1.20253 -0.024 0.101 0.116 0.21
H 0.61933 -1.62846 0.55266 -0.018 0.070 -0.132 0.22
H -1.46342 -0.33246 -1.27421 0.058 -0.015 0.138 0.21
H -1.74327 -1.12288 0.28655 0.097 0.117 -0.048 0.23
H -1.63528 1.55031 0.34684 0.185 -0.091 -0.022 0.18
H 0.05647 1.46676 2.01377 -0.129 -0.126 0.135 0.50
H 1.29948 0.48999 -1.55769 -0.005 -0.002 0.043 0.25
H 2.30670 0.01684 -0.20040 -0.148 0.049 -0.078 0.24
```
Forces are in eV/Å.

Properties
Net charge ... 0
HOMO-LUMO gap ... 9.26 eV
Lowest unoccupied orbital energy ... 0.63 eV
Calculated total energy ... -270.423212 a.u.
Relative energy (zero: lowest compared OMol25 entry of this formula, charge and spin) ... 84.5 kcal per mole

No. 3
C18H25N5O3 | wB97M-V/def2-TZVPD

Geometry as XYZ:
```
51
Properties=species:S:1:pos:R:3:forces:R:3:nbo_charge:R:1
C 3.73144 -3.94414 2.28417 -0.036 0.003 0.178 -0.26
O 2.65510 -3.09114 1.86999 0.656 -0.722 0.233 -0.53
C 1.51738 -3.80569 1.66929 -2.296 0.271 -0.812 0.84
N 0.52637 -2.88800 1.25912 1.383 -0.066 0.140 -0.56
N -0.62715 -3.46110 0.99165 -0.590 0.750 0.745 -0.17
C -1.65967 -2.65879 0.79455 1.606 0.597 -0.660 0.07
C -2.90539 -3.39550 0.43565 -0.832 0.048 -0.690 -0.65
C -1.42820 -1.13454 0.71543 0.289 0.350 2.447 -0.26
C -2.72343 -0.32192 1.05268 -0.596 -0.412 -1.471 0.68
O -3.83557 -0.73909 0.71546 1.005 0.512 0.079 -0.64
N -2.64808 0.88389 1.69671 0.443 -0.364 0.021 -0.44
C -3.85825 1.63589 1.90566 -0.333 0.196 0.080 -0.42
C -1.50126 1.45845 2.35852 0.213 -0.044 -0.162 -0.40
O 1.41150 -5.00849 1.84015 0.616 0.830 0.024 -0.65
H 4.58415 -3.28787 2.46549 -0.079 -0.114 -0.027 0.18
H 3.46001 -4.49826 3.19455 0.119 0.252 -0.237 0.19
H 3.95822 -4.68507 1.51097 0.028 0.175 0.075 0.19
H -3.79628 -2.75499 0.49731 0.407 -0.541 -0.079 0.25
H -2.77369 -3.73503 -0.60165 -0.430 -0.038 0.014 0.20
H -3.04785 -4.31018 1.03443 0.307 0.493 -0.053 0.23
H -0.73340 -0.90772 1.54071 -0.104 -0.416 -0.325 0.23
H -4.70410 1.13009 1.45699 0.034 -0.090 0.034 0.25
H -4.04588 1.79388 2.96942 -0.018 -0.122 0.089 0.19
H -3.75524 2.61940 1.45310 0.036 0.227 -0.109 0.18
H -0.58978 0.92610 2.08932 -0.059 0.123 0.056 0.21
H -1.41422 2.50489 2.03405 0.139 -0.145 0.222 0.19
H -1.62031 1.42109 3.45385 0.057 0.080 -0.286 0.20
C 2.31986 0.45616 0.31541 0.228 -0.306 0.645 -0.42
N 1.58985 0.95326 -0.82848 -1.067 0.026 -0.224 -0.34
C 0.43303 0.40745 -1.31011 0.119 0.366 0.377 0.53
C -0.31835 -0.69928 -0.64398 -0.840 -1.420 -1.304 -0.60
N 0.15471 1.07291 -2.48555 0.167 -0.064 1.324 -0.33
C -0.88903 0.75031 -3.42416 -0.586 -0.211 -0.380 -0.41
C 0.97585 2.21018 -2.56383 -0.774 0.345 -0.732 0.10
C 1.87294 2.13319 -1.52316 0.741 0.393 1.008 0.18
C 2.71013 3.20563 -1.16820 -0.273 0.229 -0.878 -0.24
C 2.59225 4.37835 -1.95462 0.486 -0.687 0.729 -0.21
C 1.69068 4.45711 -3.01857 -0.728 -0.830 -0.498 -0.21
C 0.84866 3.36152 -3.35057 0.830 0.472 0.309 -0.21
H 3.09442 1.18699 0.57552 -0.282 -0.267 -0.013 0.22
H 1.64058 0.31055 1.16317 0.205 0.028 -0.132 0.24
H 2.79649 -0.51492 0.10807 -0.228 0.347 -0.026 0.25
H -1.03125 -1.11913 -1.37340 0.800 0.091 -0.230 0.25
H 0.44440 -1.46215 -0.35011 -0.440 0.153 -0.059 0.31
H -1.06548 1.61358 -4.07697 -0.068 -0.225 0.353 0.22
H -0.62651 -0.09491 -4.07599 0.138 0.177 0.311 0.22
H -1.80115 0.48928 -2.88289 0.024 0.155 -0.160 0.23
H 3.40489 3.12059 -0.32728 -0.301 0.209 -0.388 0.23
H 3.22773 5.24417 -1.72177 -0.361 -0.478 -0.093 0.23
H 1.63118 5.38282 -3.60195 -0.035 -0.457 0.251 0.23
H 0.12770 3.41017 -4.16818 0.280 0.120 0.285 0.23
```
Forces are in eV/Å.

Properties
Net charge ... 0
HOMO-LUMO gap ... 5.56 eV
Lowest unoccupied orbital energy ... -0.74 eV
Calculated total energy ... -1200.263451 a.u.
Relative energy (zero: lowest compared OMol25 entry of this formula, charge and spin) ... 144.4 kcal per mole

No. 4
C4H5NO5 | wB97M-V/def2-TZVPD

Geometry as XYZ:
```
15
Properties=species:S:1:pos:R:3:forces:R:3:nbo_charge:R:1
N -2.18964 -0.15122 -0.19502 -1.794 -1.474 0.792 -0.53
O -1.59722 1.09615 -0.23200 5.090 1.593 0.841 -0.36
C -0.13250 0.85157 0.11049 -2.611 -1.080 -1.126 0.45
O 0.58617 1.91265 0.61292 -2.672 -0.274 -0.623 -0.41
C 1.80511 1.48240 0.81824 1.631 -1.757 0.151 0.49
O 2.73247 2.32817 1.24333 0.718 1.311 0.511 -0.67
C 1.96466 0.16298 0.53855 -0.008 0.009 -0.314 0.09
O 3.11140 -0.64047 0.54477 -1.781 0.306 -0.488 -0.67
C 0.67558 -0.28739 0.02775 0.461 1.615 0.217 0.12
O 0.53177 -1.56094 -0.49273 -1.482 0.997 0.927 -0.67
H -3.04012 -0.12064 -0.78203 1.012 0.195 0.169 0.35
H -1.51107 -0.77993 -0.55924 -0.023 -0.985 -0.792 0.34
H 2.37546 3.20150 1.49033 -0.004 -0.638 -0.183 0.50
H 3.76878 -0.20481 1.06675 0.689 0.432 0.519 0.49
H 1.24567 -1.68041 -1.10137 0.774 -0.250 -0.602 0.49
```
Forces are in eV/Å.

Properties
Net charge ... 0
HOMO-LUMO gap ... 8.09 eV
Lowest unoccupied orbital energy ... 0.41 eV
Calculated total energy ... -586.225789 a.u.
Structure (SMILES) ... NOc1oc(O)c(O)c1O
Relative energy (zero: lowest compared OMol25 entry of this formula, charge and spin) ... 108.0 kcal per mole

No. 5
C7H12NO2 | wB97M-V/def2-TZVPD

Geometry as XYZ:
```
22
Properties=species:S:1:pos:R:3:forces:R:3:nbo_charge:R:1
C -3.29505 0.81631 0.05243 -0.639 1.444 -0.272 -0.71
C -2.19172 -0.16511 0.22099 1.733 -0.045 1.490 0.04
C -0.98640 -0.03809 -0.40703 -1.978 1.750 -2.102 -0.37
C 0.24004 -0.69786 -0.12049 -1.038 -1.116 1.188 0.51
C 0.13664 -2.13398 0.27962 3.117 1.766 0.906 -0.67
N 1.41956 -0.11150 -0.09641 -0.229 0.263 -0.508 -0.40
C 2.67248 -0.75967 0.16780 3.813 4.272 -0.250 0.52
O 3.70158 -0.06716 0.14029 -3.110 -1.796 -0.192 -0.45
C 1.53380 1.32202 -0.48719 0.321 1.875 -1.598 0.09
O 2.03135 2.17063 0.48011 0.018 0.034 0.698 -0.70
H -3.32836 1.54929 0.88510 0.242 -0.910 0.412 0.28
H -3.23535 1.64721 -0.74344 0.089 -2.092 0.298 0.25
H -4.25783 0.28570 0.11223 0.173 0.430 -0.389 0.26
H -2.22907 -0.85121 1.11737 -0.359 0.697 -1.077 0.22
H -1.10163 0.67642 -1.27025 0.838 -0.540 1.027 0.25
H 0.04769 -2.71028 -0.57946 0.328 -1.165 -1.888 0.27
H 1.10638 -2.27681 0.80119 -1.295 -1.144 -0.065 0.22
H -0.70626 -2.42499 0.82160 -1.289 0.139 1.290 0.27
H 2.79437 -1.76208 0.41751 -0.585 -1.921 0.274 0.18
H 0.51273 1.68712 -0.78159 1.072 -0.575 0.597 0.21
H 2.16316 1.40232 -1.39757 -0.348 -0.554 0.416 0.21
H 2.97190 2.44170 0.38716 -0.872 -0.812 -0.255 0.51
```
Forces are in eV/Å.

Properties
Net charge ... +1
HOMO-LUMO gap ... 8.96 eV
Lowest unoccupied orbital energy ... -5.49 eV
Calculated total energy ... -478.830391 a.u.
Structure (SMILES) ... C/C=C/C(C)=[N+](/C=O)CO
Relative energy (zero: lowest compared OMol25 entry of this formula, charge and spin) ... 64.0 kcal per mole

No. 6
C22H32Cl2N3O3STi | wB97M-V/def2-TZVPD

Geometry as XYZ:
```
64
Properties=species:S:1:pos:R:3:forces:R:3:nbo_charge:R:1
O 1.81250 -3.13661 1.19292 -1.061 -1.976 1.135 -0.48
C 1.08126 -4.09038 1.40393 0.139 0.572 -0.517 0.41
C 1.29213 -5.11244 2.48711 0.478 0.198 0.373 -0.14
C 1.91970 -4.70741 3.67604 0.085 -0.437 -0.150 -0.17
H 2.00268 -3.64236 3.89564 0.176 -0.272 -0.197 0.24
C 2.42494 -5.67410 4.54285 -0.191 -0.223 -0.213 -0.22
H 2.93242 -5.37042 5.45696 -0.059 -0.099 -0.193 0.21
C 2.28336 -7.03657 4.23417 -0.421 0.081 -0.095 -0.21
H 2.72277 -7.79145 4.88793 -0.141 0.203 -0.138 0.21
C 1.51155 -7.43971 3.13282 0.000 0.332 0.013 -0.23
H 1.30671 -8.49841 2.94345 0.172 0.388 0.115 0.21
C 0.99678 -6.46940 2.26418 0.213 0.597 0.198 -0.18
H 0.37050 -6.71648 1.40274 0.350 -0.124 0.181 0.21
H 0.20557 -4.31467 0.75312 0.301 0.273 0.000 0.13
C 2.09199 -2.10492 -1.43552 1.220 0.340 -0.114 -0.68
C 0.99174 -1.12728 -1.51245 -1.206 -0.017 0.821 -0.26
H 2.88792 -1.91696 -2.16739 0.077 -0.254 -0.267 0.17
H 1.69923 -3.11852 -1.56864 -0.100 0.089 -0.216 0.21
H 2.56089 -2.11550 -0.44888 -0.090 0.195 -0.417 0.26
C 0.46114 -0.52013 -2.56718 0.478 -0.269 -0.949 -0.30
C 1.11060 -0.26476 -3.90869 -0.041 -0.221 -0.498 -0.65
H -0.59342 -0.22557 -2.57140 0.199 0.655 0.464 0.17
H 1.80774 -1.04737 -4.23534 -0.123 0.051 0.123 0.20
H 1.67078 0.68165 -3.93903 -0.069 -0.046 0.153 0.18
H 0.32372 -0.16680 -4.66082 0.089 -0.052 -0.274 0.18
Ti 0.06490 -0.02575 0.06020 -0.026 -0.560 -0.436 0.98
Cl 2.07468 -0.09092 1.07476 1.807 0.355 0.591 -0.52
Cl -1.08956 -1.98305 0.33612 -1.215 -1.501 0.598 -0.55
C 1.51100 2.40734 -1.06754 -2.400 -1.324 1.063 0.57
O 0.43236 1.81721 -0.73289 2.528 2.132 -1.003 -0.66
N 1.46668 3.63847 -1.55432 0.179 0.168 -0.306 -0.39
C 0.20801 4.33499 -1.82443 0.182 0.278 0.140 -0.42
C 2.68057 4.40360 -1.76515 -0.049 -0.027 -0.088 -0.40
H 2.49780 1.91759 -0.96090 -0.441 0.227 0.065 0.19
H -0.61707 3.63709 -2.01018 0.409 0.071 0.224 0.24
H 0.37950 4.95829 -2.71189 -0.122 -0.159 0.081 0.18
H -0.04294 5.00397 -0.98596 -0.055 -0.345 -0.148 0.23
H 3.55177 3.76414 -1.57202 -0.231 0.282 -0.041 0.22
H 2.69382 5.27782 -1.09818 0.085 -0.255 -0.079 0.20
H 2.70038 4.76400 -2.80177 0.151 -0.070 0.151 0.19
H -4.45225 1.59378 -2.73567 0.212 -0.257 0.044 0.19
H -5.94092 0.10102 -1.07098 0.137 -0.165 -0.041 0.19
C -3.73193 0.76030 -2.66845 0.008 -0.136 0.032 -0.42
C -5.09687 -0.60192 -1.13673 -0.072 0.158 0.088 -0.40
N -3.84866 0.11035 -1.36380 -0.779 0.067 -0.418 -0.41
H -2.72294 1.14140 -2.84363 -0.142 -0.182 0.261 0.25
C -2.95260 0.18689 -0.39480 3.160 0.938 0.051 0.57
O -1.80718 0.72902 -0.55185 -3.665 -0.475 -0.500 -0.67
H -5.02085 -1.15892 -0.19903 -0.065 0.040 -0.217 0.23
H -3.23239 -0.25688 0.57274 0.142 0.031 -0.286 0.19
H -3.98545 0.01807 -3.44008 0.140 0.262 0.143 0.20
H -5.28410 -1.29687 -1.96762 0.088 0.122 0.271 0.20
S -0.67487 0.90715 2.39161 -0.686 -0.919 0.540 -0.28
C -0.63440 2.57192 2.08579 1.629 1.070 0.445 0.05
N -1.65383 3.14265 1.34889 -0.936 -1.085 -0.380 -0.59
C -1.76805 4.48937 1.15478 0.115 1.744 0.028 -0.10
C -0.79418 5.33255 1.65369 -0.700 -0.294 -0.437 -0.28
C 0.32130 4.78505 2.29525 0.712 1.613 0.067 -0.35
C 0.40196 3.41359 2.50600 -0.796 -1.920 -0.242 -0.31
H -2.34108 2.51346 0.93761 0.593 0.264 0.350 0.41
H -2.65030 4.83348 0.61679 0.219 -0.042 0.189 0.18
H -0.91016 6.40732 1.54622 0.004 -0.123 -0.078 0.20
H 1.12283 5.43467 2.64980 -0.235 -0.086 -0.066 0.19
H 1.26983 2.94434 2.96909 -0.361 0.121 0.005 0.23
```
Forces are in eV/Å.

Properties
Multiplicity ... 3
Expectation value of S² ... 2.024
Net charge ... -1
HOMO-LUMO gap (alpha / beta) ... 3.70 / 5.53 eV
Lowest unoccupied orbital energy (alpha / beta) ... 2.36 / 2.35 eV
Calculated total energy ... -3415.597390 a.u.

Molar mass: 733.42; 84.12; 359.43; 147.09; 142.18; 537.36 (g/mol)
Max |F|: 3.6; 0.4; 2.5; 5.4; 5.7; 3.7 (eV/A)